# 1
The following is a DFT calculation (ωB97M-V/def2-TZVPD) of a cluster of 12 separate species, C84H196N12O20 in total at a distorted geometry.

ORCA input file:
```
! wB97M-V def2-TZVPD RIJCOSX def2/J DEFGRID3
* xyz 0 1
H -1.655 8.467 2.944
H -8.437 -1.414 -1.934
H -4.545 5.744 -3.305
O -2.655 -3.518 -7.744
H 3.474 -5.371 -2.313
H 4.829 -0.526 6.424
H -3.906 3.744 1.771
N -1.553 5.836 3.263
C 0.596 -1.889 -9.797
C -2.385 5.267 2.237
H 6.127 -1.437 -6.386
O 0.831 -2.494 6.295
H 2.604 -0.089 3.473
H -0.986 -0.773 1.240
H 2.495 -0.846 -4.893
C -3.379 1.224 -4.394
C -5.121 -4.840 6.571
C -5.344 -1.862 -4.886
H 11.659 -3.210 -1.604
H 0.556 -4.595 1.004
C -4.507 0.305 -4.824
C 4.590 2.381 -0.093
O 5.339 -4.410 -2.244
H 1.846 -3.767 3.131
H -5.460 0.768 -4.428
H -0.876 6.556 6.010
H 8.178 -2.565 -5.374
H -4.468 -5.546 7.088
H -6.422 0.515 4.708
H -0.325 0.470 8.908
H 3.367 4.831 2.555
C 4.154 -0.873 4.463
H -1.844 -1.791 -5.753
H -2.855 -5.006 -9.621
H -2.290 -0.163 6.615
H -5.568 -0.934 -0.253
H 5.503 2.493 -0.753
C 1.360 -0.916 -2.713
H -0.420 2.378 -10.889
H -0.033 4.822 4.035
O -4.381 -1.005 -4.318
O -0.903 -1.424 8.453
C 2.899 -1.076 3.638
H 4.017 -3.341 1.325
C 2.526 8.399 3.263
C 1.397 2.670 5.615
H 5.760 -3.712 1.154
H 0.525 3.279 5.825
H -3.237 5.437 5.574
H -1.140 0.810 1.967
H 0.321 1.815 0.129
C -0.869 -1.999 -7.681
H 1.128 2.767 -7.000
H 1.271 4.555 -1.321
C -6.449 -4.709 4.443
H 4.585 -6.171 -1.332
H -5.829 -4.426 7.338
H -3.553 7.125 5.780
C -0.352 -1.954 9.638
H 0.684 -1.852 2.500
H 5.212 -0.317 -8.933
H 3.407 -1.529 -0.011
C -2.124 6.852 4.253
N -3.223 1.410 -2.958
H 1.137 -2.710 -7.912
C -3.578 5.736 -3.765
H 2.860 2.507 3.900
C -5.440 -3.713 3.914
H -2.136 2.236 7.830
C -4.427 -4.386 2.908
C -0.878 -2.194 -6.165
O 10.202 -2.772 -2.856
C -3.535 7.565 2.209
H -2.866 -2.223 6.978
H 2.816 3.469 8.342
C 2.212 4.562 -1.862
H -3.302 0.517 1.544
H 0.238 -0.563 3.713
H -3.780 -3.309 8.131
H 6.978 -5.602 -2.083
H 1.167 3.922 7.985
H -7.429 -0.248 -1.075
C -5.886 -5.691 5.520
C -6.036 -2.600 3.063
H -2.761 -3.995 -1.812
C 7.497 -3.527 -2.170
H 2.018 6.679 1.383
H 2.760 -3.351 7.267
H 0.643 -2.373 9.503
H -0.901 -2.810 10.072
H 1.720 -1.456 8.453
H -4.317 4.737 3.232
H -2.696 0.581 -2.669
H -2.504 -4.998 6.527
C 1.480 2.206 -7.940
H -0.763 -3.234 -5.871
C 3.497 -2.637 7.021
H 3.213 -3.709 4.151
H 0.719 1.482 -8.145
C 2.864 -1.382 6.546
O 1.580 2.223 -10.350
O -3.752 -2.156 4.463
C 0.356 1.661 -10.696
O -3.042 4.434 -3.898
H -3.048 -2.084 0.500
H 2.141 0.232 -0.410
H -3.849 0.764 -0.013
H -3.581 2.173 -4.763
H -0.404 -2.957 -11.357
H -1.214 3.454 1.735
H -2.138 0.112 9.051
C 3.392 0.875 -8.579
N 2.731 1.605 -7.543
C 1.931 3.131 7.804
H 0.176 -0.913 -10.219
C -1.525 4.417 1.311
C -1.825 -4.891 -9.853
H -4.771 2.252 6.646
H -5.330 -2.800 -4.286
H -1.965 2.232 -1.683
H 2.364 8.852 2.221
H 0.805 6.381 2.627
H -6.732 -6.239 5.947
C -1.245 -0.039 8.470
H 3.426 8.841 3.709
H -6.656 2.285 4.752
H 0.453 -3.980 -10.183
H -2.723 3.216 5.730
N -3.350 -2.889 -0.088
H 8.069 -1.584 -3.929
H 5.857 -2.200 -7.894
H -4.045 -5.314 3.337
H -4.244 6.298 4.443
H -0.291 -1.181 10.435
H -5.332 -1.975 2.552
C 9.852 -2.754 -4.227
H -2.104 -2.293 -1.806
N 1.863 4.406 3.931
H -4.279 0.568 6.407
H 4.306 -3.081 6.398
H 4.797 -6.261 -3.192
H 10.154 -3.676 -4.663
C -6.051 1.475 4.307
H -0.150 7.358 4.698
H -0.617 4.929 0.924
C 2.311 4.838 2.609
C 3.873 -0.417 5.877
H 2.495 4.753 4.629
H -3.476 4.235 -1.937
H -2.002 4.155 0.359
C 1.872 6.266 2.391
C -2.377 -3.138 -1.165
H -0.577 0.146 6.509
H 6.760 -3.855 -4.058
O 4.261 -0.890 -7.134
H 1.859 4.153 1.883
H 1.107 2.471 3.529
C 4.492 -1.416 -0.198
H 5.225 -2.950 2.561
O 3.399 4.279 -1.102
H -4.697 -1.294 -1.777
H 2.537 3.588 -9.258
H 5.897 0.187 -0.759
H -5.213 -6.426 4.996
H 0.386 1.142 -11.681
H -3.150 -5.213 4.936
H -2.967 8.840 3.996
N 1.643 -1.520 5.675
H 1.557 -2.002 -10.266
H -0.308 -6.060 1.400
O 5.276 -1.648 1.020
H 1.175 1.641 5.792
O -1.350 -4.730 0.319
H -3.073 -3.176 -11.122
H -4.896 -4.812 2.020
H 4.756 3.039 0.764
H 4.954 -2.627 -6.419
C 8.396 -2.583 -4.267
C 2.127 -3.479 4.109
H 6.573 -4.658 -0.582
H 2.658 0.114 -8.947
H -4.424 0.238 -5.914
C -4.192 1.574 5.950
C 6.611 -4.589 -1.671
H -0.346 -3.854 -1.228
H 4.024 -2.430 7.918
H 1.553 -1.890 -2.251
C -1.513 -3.386 -9.633
H 4.907 -1.995 -1.022
H 7.124 -2.492 -1.920
N -4.866 -2.963 5.040
H -7.297 -4.138 4.863
C 0.468 0.765 0.591
H -5.029 -3.778 -0.936
H -5.178 -2.062 -5.936
H -3.892 8.341 1.590
H 3.555 0.609 6.070
H -2.056 6.849 0.802
H 0.064 0.878 -9.934
H -2.822 -1.189 -7.916
H 2.467 5.593 -2.133
H -1.759 -5.230 -10.935
N -1.862 1.838 7.001
H -0.497 -0.611 -1.604
H 3.580 -1.799 -3.953
C -1.111 -3.560 -0.454
C -3.504 4.281 2.644
H -1.100 -5.499 -9.285
H -1.291 8.224 5.735
C -2.957 -4.473 5.709
N 1.172 -0.125 -0.406
H -6.185 1.453 3.264
N 4.330 1.042 0.430
H 8.472 -3.624 -1.668
H -6.989 -5.163 3.571
H -2.238 -1.580 -10.684
C -2.261 2.515 -2.716
H -0.290 -2.354 3.944
H 4.838 -1.715 4.480
O -4.670 1.598 4.579
H 1.533 -4.129 4.771
C 11.535 -2.843 -2.637
C 3.231 -0.775 -4.103
H 0.102 -1.919 6.708
H -4.567 -1.986 7.412
C 2.307 -0.748 7.896
C -4.791 -2.906 -0.356
H 1.706 8.671 3.964
H -2.651 -3.784 -6.807
H -1.462 2.517 -3.504
C 1.601 3.020 -9.173
H 5.292 0.913 -7.620
C -1.077 7.268 5.241
C -7.445 -0.980 -1.898
H -0.105 -1.564 -5.736
H -6.672 -1.907 3.670
C -4.202 -3.769 6.032
C -0.128 -5.335 0.661
C 5.067 -3.021 1.491
H 3.142 -0.520 8.577
H -2.301 1.681 5.038
H 4.713 -0.125 3.968
H 11.939 -1.832 -2.826
H 4.391 0.375 -1.426
H -5.286 -3.005 0.633
H 2.463 2.640 -0.232
H 0.204 -5.841 -0.301
H -0.721 -2.766 0.175
H -4.472 7.157 2.605
C 0.494 -1.656 3.581
H -2.205 -3.752 5.361
C 1.858 2.967 4.152
C -3.121 1.107 0.665
C -2.615 -2.533 -10.262
C -2.789 2.128 5.872
N 7.657 -3.648 -3.598
H -1.834 4.504 -2.253
H 0.386 0.903 -2.104
H 12.011 -3.543 -3.376
H -1.578 0.057 -7.365
H -1.660 -0.490 -9.016
H -3.081 3.525 3.251
H 10.175 -1.929 -4.907
C -3.322 6.366 5.018
C 0.554 -1.854 -8.270
H -3.137 2.151 0.887
C 0.509 -0.124 -1.734
H 2.560 1.056 -6.714
C 3.355 2.882 -0.837
H 0.814 -1.143 -3.634
H -6.656 -3.017 2.228
O 2.558 -0.257 -2.940
H 1.540 2.208 8.245
H 2.153 3.903 -2.734
C 4.540 -5.621 -2.303
C -1.480 0.502 7.045
H -3.505 -2.370 -9.659
C -1.776 -0.831 -7.999
H -3.608 6.165 -4.790
C 4.851 0.050 -0.545
O 2.404 3.096 6.472
C -5.374 -1.673 -1.060
C -0.166 -3.083 -10.285
H -4.064 -1.237 4.522
H 3.199 -1.510 2.653
H 4.042 -0.125 -4.353
C -3.809 -2.707 7.220
O 2.721 7.048 3.329
C -2.557 8.037 3.340
H -3.554 6.009 0.615
C -2.877 6.448 1.389
C 4.622 0.158 -8.108
C -2.690 3.967 -2.655
H -6.350 -1.486 -4.702
H 0.830 3.805 -9.193
H 3.267 2.313 -1.749
H -2.799 6.275 -3.205
C 1.846 -1.922 4.311
O -1.029 4.780 4.045
H 1.775 0.153 7.666
H 1.093 -1.040 -7.843
O -6.621 -2.078 -1.574
C -0.890 0.336 1.027
H -2.364 0.890 -4.763
H -7.221 -0.420 -2.793
N -1.290 -3.283 -8.213
H -3.587 -3.757 2.738
C 5.316 -1.818 -7.031
H 1.102 1.007 1.440
H 4.824 0.917 1.367
H 3.790 1.516 -9.340
O -1.856 0.748 0.051
*
```

Results
HOMO energy = -8.113 eV
Strongest force on any atom = 4.2 eV/Å
Gap between HOMO and LUMO = 8.67 eV
Molecular weight = 1694.556 g mol⁻¹
SMILES = CC1(C)CCCC(C)(C)N1O.CC1(C)CCCC(C)(C)N1O.CC1(C)CCCC(C)(C)N1O.CC1(C)CCCC(C)(C)N1O.COCCNCCOC.COCCNCCOC.COCCNCCOC.COCCNCCOC.COCCNCCOC.COCCNCCOC.COCCNCCOC.COCCNCCOC



# 2
The following is a DFT calculation (ωB97M-V/def2-TZVPD) of a cluster of 2 separate species, C8H10N2O in total at a distorted geometry.

ORCA input file:
```
! wB97M-V def2-TZVPD RIJCOSX def2/J DEFGRID3
* xyz 0 1
H 1.672 2.891 -0.677
O -2.072 -0.782 1.213
N -1.468 0.258 -0.660
C 0.431 -0.307 -0.395
H -4.086 -0.483 0.685
H 3.256 1.090 0.118
C -3.712 0.123 -0.118
H -0.088 2.311 -1.129
C 1.874 -1.951 0.260
H 0.461 2.362 0.619
H -4.022 1.223 -0.077
C 0.833 2.186 -0.487
H -0.175 -2.426 0.064
H 3.719 -1.336 0.844
H 2.289 -2.953 0.598
C 1.342 0.727 -0.304
C 2.569 0.287 -0.023
H -3.924 -0.441 -1.022
C 2.846 -0.987 0.352
N -2.299 -0.181 0.153
C 0.553 -1.612 -0.013
*
```

Results
HOMO energy = -9.235 eV
Strongest force on any atom = 5.6 eV/Å
Gap between HOMO and LUMO = 10.14 eV
Molecular weight = 150.181 g mol⁻¹